A 26-piece molecular cluster, C15H74O30 overall at a distorted geometry. Source: OMol25; level of theory: ωB97M-V with the def2-TZVPD basis set.

Values from the calculation:
Kohn-Sham gap (eV): 9.42
LUMO (eV): -0.544
Charge: 0
Calculated total energy (Ha): -2873.02092
Multiplicity: 1

Structure (XYZ):
```
119
Properties=species:S:1:pos:R:3:mulliken_charge:R:1
O -0.02277 -1.54363 3.78556 -0.49
H 0.53741 -1.11975 4.43576 0.23
H -0.86975 -1.10727 3.87750 0.31
O 1.55055 3.02193 4.36753 -0.62
H 1.46963 2.36853 5.06233 0.33
H 2.17593 2.64072 3.75125 0.26
O 0.02614 -3.33654 -3.43758 -0.65
H -0.11819 -3.27901 -2.49308 0.23
H -0.83485 -3.17259 -3.82235 0.44
O -3.54873 2.57631 0.70406 -0.60
H -4.07743 1.79676 0.53379 0.28
H -2.94548 2.62386 -0.03760 0.15
O -2.33950 -2.50587 -4.22629 -0.66
H -2.27464 -1.60505 -3.90918 0.31
H -3.00960 -2.47231 -4.90898 0.26
O -4.60076 -0.40358 0.00869 -0.58
H -5.06196 -0.76917 0.76359 0.33
H -5.24596 -0.42088 -0.69817 0.24
O 0.04805 2.70267 -5.72211 -0.62
H -0.15369 1.77086 -5.80738 0.27
H 0.78376 2.73394 -5.11057 0.38
O -2.04496 0.61653 -4.94516 -0.62
H -2.70837 1.17444 -4.53913 0.42
H -2.23802 0.65689 -5.88182 0.28
O 2.71617 -2.20878 -3.45817 -0.63
H 2.49017 -1.31402 -3.20408 0.25
H 1.87270 -2.63702 -3.60446 0.35
O 4.33061 0.25811 3.34380 -0.75
H 4.98532 0.04935 2.67747 0.33
H 4.38348 1.20872 3.44267 0.31
O 0.95108 0.24935 -4.22565 -0.45
H 0.08193 0.56721 -3.98116 0.20
H 0.84257 -0.08531 -5.11585 0.25
O -2.55864 -0.54742 3.47948 -0.65
H -2.81894 -0.57868 2.55888 0.22
H -2.43756 0.38416 3.66314 0.38
O 5.06417 -0.32654 0.70847 -0.61
H 4.30458 0.18792 0.43537 0.15
H 5.79241 0.03343 0.20219 0.27
O 2.02687 3.42470 1.07813 -0.17
H 1.07120 3.41133 1.13069 -0.05
H 2.27766 4.25674 1.47943 0.18
O -2.14729 2.47068 3.04246 -0.69
H -2.97463 2.40519 2.56555 0.40
H -1.48695 2.16499 2.42057 0.27
O -4.99986 4.31633 2.46069 -0.62
H -4.57097 5.16308 2.58442 0.33
H -4.43716 3.85040 1.84222 0.37
O 2.03922 0.25658 4.91740 -0.63
H 2.38353 -0.06249 5.75159 0.28
H 2.79344 0.24958 4.32805 0.42
C 4.15904 -3.44333 1.36406 -1.40
C 2.70624 -3.30915 1.71023 0.46
C 2.20382 -1.92640 1.33195 1.42
O 1.19416 -2.16162 0.32453 0.22
C 1.00261 -3.44178 0.17357 0.28
O 0.15426 -3.90828 -0.57690 -0.42
O 1.98846 -4.19854 0.78794 -0.39
H 4.43942 -2.99336 0.41168 0.27
H 4.46394 -4.48967 1.34681 0.42
H 4.64810 -2.96403 2.21212 0.38
H 2.54287 -3.53831 2.76327 0.32
H 3.04707 -1.30477 1.03094 -1.16
H 1.79457 -1.43919 2.21696 0.01
C -3.31116 -4.13279 -0.99404 -1.04
C -2.85940 -5.58696 -1.07919 0.47
C -1.75575 -6.01696 -0.11795 0.56
O -2.20080 -7.26551 0.40445 -0.37
C -3.47918 -7.42228 0.12768 0.57
O -4.09193 -8.43067 0.47857 -0.61
O -3.94597 -6.31940 -0.56389 -0.41
H -2.56770 -3.52457 -1.50924 0.16
H -3.36634 -3.83188 0.05215 0.12
H -4.32666 -3.92079 -1.32854 0.45
H -2.65025 -5.91406 -2.09770 0.20
H -1.70836 -5.19744 0.59915 -0.47
H -0.80430 -6.08132 -0.64587 0.32
C -1.71831 -4.34564 3.02437 -0.94
O -1.87177 -3.18737 2.22340 -0.15
H -1.73637 -3.87499 4.00735 0.36
H -2.55390 -5.03371 2.89608 0.31
H -0.88198 -4.99457 2.76452 0.34
H -1.08045 -2.69137 2.44565 0.08
C -4.89181 1.34824 -4.22801 -0.50
O -3.94730 2.41721 -4.26793 -0.55
H -4.94279 0.91385 -3.22961 0.14
H -5.90358 1.71013 -4.41095 0.31
H -4.59883 0.58834 -4.95246 0.27
H -4.10636 3.02990 -3.54619 0.29
C 0.01247 0.79302 -0.00540 -0.66
O -0.70672 1.98063 -0.31987 0.11
H -0.50890 -0.00345 0.52555 0.19
H 0.30609 0.40847 -0.98214 0.33
H 0.90378 1.04710 0.56827 0.15
H -0.21420 2.42027 -1.01683 -0.05
C 0.98147 5.14502 -2.19479 -0.51
O 0.92107 4.09046 -3.06122 -0.33
H 1.49409 5.95569 -2.71261 0.41
H -0.00321 5.39589 -1.80035 0.24
H 1.58533 4.90499 -1.31967 0.01
H 0.50653 4.49690 -3.82579 0.25
C 6.18033 3.06621 2.73128 -0.85
O 5.03795 2.70961 2.12035 -0.23
H 5.93982 3.72853 3.56289 0.31
H 6.79783 2.28861 3.18086 0.30
H 6.96877 3.54792 2.15299 0.35
H 5.23104 2.71414 1.17998 0.21
C 3.19164 1.50338 -1.79886 -0.52
O 3.77880 1.85328 -0.54051 -0.49
H 3.47555 2.16104 -2.62042 0.34
H 3.52622 0.48784 -2.01059 0.27
H 2.10198 1.48300 -1.81695 0.01
H 3.31824 2.60754 -0.16557 0.25
C -1.07459 5.46854 0.80986 -0.07
O -1.49089 5.46667 2.14290 -0.50
H -0.08979 5.00915 0.72480 -0.26
H -1.66819 4.94567 0.05997 0.19
H -0.81649 6.47707 0.48682 0.40
H -1.20092 4.63391 2.52241 0.26
```